Entry 1:
The following is a quantum chemistry calculation of 4 unconnected molecules or ions with the total composition C17H44B2ClNO12S4, from the OMol25 dataset.

As for the structure (SMILES): CCCNB(CCCCS(=O)(=O)Cl)B(C)O.CCOS(C)(=O)=O.CCOS(C)(=O)=O.CCOS(C)(=O)=O. Its largest force on an atom is 0.0260 hartree/bohr. Its lowest unoccupied orbital energy is 0.40 eV. For the highest occupied orbital energy, the calculation gives -8.99 eV.

The geometry in ORCA input format:
```
! wB97M-V def2-TZVPD RIJCOSX def2/J DEFGRID3
* xyz 0 1
H 1.2396 3.1151 1.3644
H -2.3214 -3.6907 1.6853
O -2.5114 2.4681 -2.1701
H -3.8856 -8.2308 4.6342
C 0.3002 3.5556 1.7002
O -3.1302 -4.9883 4.0725
H -0.4509 3.3146 0.9463
C -0.1095 3.0472 3.0963
C -0.8130 1.6052 -3.9591
H 2.5148 -3.9595 2.1118
C -2.3708 -4.7748 1.5830
H -0.0235 -0.5396 -0.4707
H -0.3265 -2.7679 2.2472
H -0.2256 1.9777 -4.7933
H -0.1591 1.1147 -3.2406
C -2.7237 5.9420 -3.7354
Cl 2.4745 -2.0926 -1.2438
C 6.0381 2.4896 -4.7681
O 0.2556 -3.2818 -0.0168
S 1.6663 -3.5121 0.0028
O -2.3214 -1.1276 0.9903
H 2.3161 5.4695 -5.0635
H 4.7725 2.1555 -3.0354
H -1.9180 2.2711 2.1579
H -0.1377 3.8981 3.7806
H 0.8900 4.3916 -5.0700
H 5.8077 3.5791 -2.9160
S 2.8629 3.2329 -4.6747
H 1.5386 -1.0661 1.6926
H -0.9023 -7.7175 4.1169
C -0.2650 -1.3236 3.8478
N -1.4334 0.9837 3.7186
H -2.0320 6.2584 -4.5164
H -1.0771 1.0163 4.6695
H 6.4080 3.3302 -5.3547
C -3.3260 4.5966 -4.0708
H -3.5242 6.6788 -3.6582
H -2.5612 -8.8973 5.6069
H -2.8577 -7.1517 5.5780
S -2.1055 -5.4446 3.1837
H -1.6023 0.9385 -4.2953
H 1.6261 4.8587 -3.5194
O 4.1462 3.8788 -4.0043
O 2.3847 2.1774 -3.8285
O -0.5316 3.8619 -2.6769
H -2.3736 -1.2702 0.0409
H -3.9711 4.2255 -3.2738
H 2.3660 -1.6305 3.1261
H 6.8900 1.9248 -4.3872
H -1.8890 -8.8851 3.2360
H -2.1839 5.9151 -2.7907
C -2.8658 -8.0596 4.9780
O 3.1256 2.9459 -6.0529
C 1.8204 4.6406 -4.5648
C 2.4113 -3.0276 1.5508
H 0.6360 -3.2774 3.6050
S -1.5518 2.9568 -3.1162
B -0.9652 -0.1542 3.0235
H 5.4589 1.8447 -5.4260
C -1.9188 -7.9578 3.8040
H 3.4097 -2.7008 1.2600
C -0.3614 0.2704 0.1866
H -3.3589 -5.0786 1.2470
H -3.9096 4.6403 -4.9875
H 0.4319 4.6376 1.6893
H 0.4634 -0.9271 4.5680
B -1.2460 -0.3451 1.3439
O -2.3203 3.5859 -4.3548
C 1.6792 -1.9427 2.3324
C 0.3842 -2.4110 2.9899
H 0.5199 0.8113 0.5338
O 2.2018 -4.7689 -0.4030
H -1.0650 -1.7846 4.4434
O -2.3430 -6.9723 2.8258
H -2.1689 2.9281 3.7541
O -0.7352 -5.2751 3.5773
C 5.2125 2.9781 -3.5999
H -0.9646 0.9479 -0.4276
H -1.5908 -5.1295 0.9152
H 0.6529 2.3738 3.4929
C -1.4759 2.3307 3.1553
*
```


Entry 2:
The following is a quantum chemistry calculation of 8 unconnected molecules or ions with the total composition C17H44N8O15, from the OMol25 dataset.

As for the structure (SMILES): C[N+](=O)[O-].C[N+](=O)[O-].C[N+](=O)[O-].C[N+](=O)[O-].C[N+](=O)[O-].C[N+](=O)[O-].C[N+](=O)[O-].CCCCCCCCOCCN. Its largest force on an atom is 0.0110 hartree/bohr. Its lowest unoccupied orbital energy is -0.23 eV. For the relative energy (zero: lowest compared OMol25 entry of this formula, charge and spin), the calculation gives 14.7 kJ/mol. For the highest occupied orbital energy, the calculation gives -9.34 eV.

The geometry in ORCA input format:
```
! wB97M-V def2-TZVPD RIJCOSX def2/J DEFGRID3
* xyz 0 1
H -2.9766 0.8423 -1.1150
C -2.3840 0.0737 1.2666
N -1.2344 -1.3222 2.8989
C 9.0844 1.1984 -6.7866
H 4.0089 -1.4720 -4.9298
H -4.0067 2.7193 6.1088
H 3.9986 -1.4759 -6.7152
C 0.4615 0.1395 -2.6732
H -2.2837 2.6584 6.5688
N -6.4350 -2.7018 3.1892
H -0.3595 -1.8151 3.0191
H -1.4753 -0.9201 3.7954
O 0.8934 -1.4761 9.2133
H -0.2915 -0.5358 1.2094
O -2.4964 1.4074 0.8185
C -3.1748 -1.7043 -3.3061
C -0.7664 1.0413 -2.5242
C 0.3698 -1.2817 -2.1234
C 4.0497 -0.8591 -5.8227
C -0.7019 -2.1799 -2.7464
N -3.1177 0.8310 6.0004
H -5.5245 5.1261 2.4064
H 1.2680 0.6410 -2.1238
H -2.7539 2.5307 4.8434
H -2.8279 2.5579 -0.7855
H -0.4110 -3.2123 -2.5343
H -5.1307 -1.2652 2.4214
H -4.0112 -1.1302 -2.9065
O -5.2840 4.1297 4.5749
C -1.0419 -1.4984 7.9564
O 10.4568 -0.1811 -5.5480
H -0.6046 1.8905 -3.1916
O -6.2283 -3.8718 3.4286
O -7.4893 -2.2419 2.8033
O -2.8768 0.1615 5.0127
O 2.9996 1.2103 -5.8225
N -4.5528 5.0469 4.2629
H -2.4344 -2.8206 -1.6029
C 8.1324 -2.4484 -3.1600
O -3.6801 5.5058 4.9686
O -3.4174 0.3747 7.0810
N 7.1424 -1.7932 -4.0564
H -4.9418 6.6978 3.0499
H -2.1225 -1.1000 -1.5512
H -1.1279 -2.5781 8.0317
H -1.3432 -1.1480 6.9789
H -2.5567 -0.6338 0.4500
C -2.3784 1.5861 -0.5758
H -3.1327 -0.1243 2.0365
H -0.6601 -2.0752 -3.8330
C -4.7184 5.6447 2.9103
H 9.9266 1.6161 -7.3295
H 8.8501 -2.9753 -3.7762
C -1.0408 -0.2240 1.9367
O 7.2785 -1.9356 -5.2558
O 9.1404 1.1385 -4.4699
H 0.2704 -1.2883 -1.0328
H 8.3339 1.9497 -6.5735
H -3.7748 5.5221 2.3876
H -1.6119 -1.0160 8.7434
H -5.6376 -1.0086 4.1133
H -2.7227 -1.1035 -4.0952
H -0.5821 2.6164 -1.0844
H -3.5501 -2.6358 -3.7242
H -0.7141 0.7082 2.4072
H 4.9271 -0.2280 -5.8207
H -0.2826 1.0437 -0.4011
H 8.6639 0.3533 -7.3230
O 1.7625 -0.5502 -5.8115
C -3.0338 2.3084 5.8657
C -2.1289 -1.9696 -2.2100
H 1.3367 -1.7510 -2.3316
N 0.3905 -1.1492 8.1607
N 2.8406 0.0086 -5.8211
H 0.8016 0.1159 -3.7079
C -0.9338 1.5831 -1.0908
H 7.5827 -3.1250 -2.5128
O 0.9603 -0.5568 7.2669
H -4.4417 -2.2848 3.7210
O 6.2606 -1.1484 -3.5327
H 8.6061 -1.6612 -2.5812
H -1.6795 0.5598 -2.8756
N 9.6048 0.6792 -5.4923
C -5.3139 -1.7405 3.3798
*
```


Entry 3:
The following is a quantum chemistry calculation of 5 unconnected molecules or ions with the total composition C17H44O9, from the OMol25 dataset.

As for the structure (SMILES): COCCOC.COCCOC.COCCOC.COCCOC.CO. Its largest force on an atom is 0.0943 hartree/bohr. Its lowest unoccupied orbital energy is 0.59 eV. For the relative energy (zero: lowest compared OMol25 entry of this formula, charge and spin), the calculation gives 524.0 kJ/mol. For the highest occupied orbital energy, the calculation gives -9.62 eV.

The geometry in ORCA input format:
```
! wB97M-V def2-TZVPD RIJCOSX def2/J DEFGRID3
* xyz 0 1
H -4.4441 22.0682 3.5376
H -2.7727 23.7598 -1.3623
C -0.5007 18.0761 6.5836
C -9.0788 18.5051 1.0963
C -9.7077 19.9813 1.2881
O -1.0830 23.7983 9.3534
H -10.7918 19.9607 1.1769
H -0.0884 24.6024 11.2895
C -1.9498 22.8824 8.5735
H -0.1259 22.7435 -3.4789
O 1.8172 23.6629 11.6222
C 2.4691 24.7380 12.3293
O 1.5053 16.6951 10.6168
C -5.1375 23.4689 -4.5639
H -10.6974 22.3412 0.2647
C 0.3429 17.5649 8.7080
C 0.2482 23.4190 9.6552
H -1.8167 22.9375 7.4931
H 2.4940 17.9113 9.1148
H -3.0109 23.1203 8.6489
C -3.1230 23.7095 -2.3932
C -9.7066 22.3037 0.7175
H 3.2246 25.1626 11.6682
O -9.2056 20.9329 0.4023
H -8.8340 18.4848 0.0343
H 0.2150 16.4991 8.5189
H -6.1332 21.8334 3.9585
H -5.9104 23.2957 -5.3127
H -4.1743 23.2960 -5.0440
H 0.8736 23.1360 8.8086
H -2.0306 21.8719 8.9742
H 1.1497 25.3200 10.4021
H -0.1056 17.1903 6.0861
C 0.8245 24.3411 10.7543
H -5.1485 24.5369 -4.3464
O -2.1524 22.9948 -3.2216
H -6.3099 17.0709 2.4375
H -7.7849 16.3258 2.3405
O -5.2613 22.7814 -3.4253
C -4.6168 23.2313 -2.2690
C -0.8904 23.2375 -2.8792
H -5.1954 23.9198 -1.6532
H 2.9353 24.1804 13.1416
H -5.6283 21.7036 2.2497
H 1.7426 25.4676 12.6870
O -7.8704 18.3392 1.7425
H 2.2094 17.6239 12.3072
H -4.7219 22.4144 -1.5551
H -7.0556 16.7870 0.7838
C -7.2078 17.0899 1.8197
O 0.5387 18.3331 7.5574
H -9.7336 17.8209 1.6358
H 2.5608 15.8661 12.0594
H 1.3877 18.7264 10.1454
H 3.5186 16.9866 11.1533
H -0.7516 22.9739 -1.8308
H -1.4611 17.9128 7.0726
H -5.5536 19.5913 3.0450
C 1.5401 17.7805 9.6257
H -9.7806 22.6624 1.7441
H -9.5310 20.3184 2.3095
O -4.9419 20.1748 3.5000
H -0.7037 24.3099 -2.9367
C 2.5352 16.8565 11.6049
H -0.5816 18.9116 5.8882
H 0.2789 22.4451 10.1438
H -3.0995 24.7245 -2.7899
H -9.2106 23.1016 0.1649
H -0.5403 17.9157 9.2419
C -5.3427 21.5064 3.2830
*
```


> Which formula does entry 1 have?

C17H44B2ClNO12S4


> Which of these has the highest highest occupied orbital energy?

C17H44B2ClNO12S4